A 5-piece molecular cluster, C21H52FN2O16P4 overall at a distorted geometry. Source: OMol25; level of theory: ωB97M-V/def2-TZVPD.

Atoms and positions in Å:
P  0.467962  -1.450960  -2.480573
P  4.776106  3.448842  -2.385249
P  2.994462  3.839662  -7.739113
P  -2.153147  -0.147082  7.244508
F  -5.147528  -2.481082  0.617559
O  -1.116293  -0.853371  6.476769
O  -0.947743  -0.945600  -1.833184
O  1.348536  -0.809492  -1.468208
O  3.659156  4.900678  -8.742636
O  3.432931  2.583386  -6.839133
O  2.375955  2.944607  -8.949124
O  1.979984  4.589988  -6.989856
O  -1.647330  1.232802  7.914420
O  0.181708  -3.013028  -2.182372
O  -2.271063  -0.913893  8.671422
O  4.933084  1.874260  -2.700868
O  4.702130  4.704546  -1.342193
O  5.483128  4.052588  -3.538919
O  -3.014389  0.652581  6.134975
O  3.172894  3.391855  -2.598409
O  1.629566  -1.720563  -3.613350
N  -5.029825  -3.012804  2.875048
N  -4.253320  -4.621058  4.016085
C  2.213346  4.224542  -1.947382
C  -5.296309  -4.102977  4.731530
C  -1.532715  -2.507421  3.029861
C  -5.804699  -3.084517  4.020883
C  -1.396065  1.453565  9.304968
C  -4.088864  -3.950110  2.873804
C  -5.318956  -1.969515  1.875632
C  -4.406226  -0.754140  2.063270
C  -3.070626  -2.109240  8.726763
C  2.264565  1.528660  -8.945720
C  4.439034  2.822787  -5.806956
C  -0.173511  -2.476978  3.760159
C  0.743965  -4.096796  -2.929232
C  -3.072833  -4.237524  1.840292
C  -2.189739  -1.325977  -2.460999
C  1.976668  -0.617807  -4.485804
C  5.855098  4.947324  -0.510592
C  -4.136293  1.453780  6.560133
C  4.723386  4.474075  -9.613240
C  4.350907  0.901863  -1.802911
C  -1.633199  -3.807650  2.238438
H  2.029709  1.226431  -9.965540
H  -2.216418  -1.019010  -3.506119
H  4.352853  3.752632  -10.341106
H  0.114424  -1.467649  4.023821
H  -6.622237  -2.424458  4.237477
H  -2.678548  -2.857745  8.035511
H  1.449353  1.211445  -8.293071
H  0.634249  -3.945355  -3.999361
H  -3.332451  -3.823295  0.874170
H  4.640502  -0.083805  -2.156223
H  5.643362  5.823832  0.094830
H  5.087633  5.354960  -10.133726
H  -3.015654  -2.495376  9.740209
H  -2.991385  -0.814671  -1.933341
H  -4.113749  -1.893429  8.490295
H  0.561443  -2.959062  3.114445
H  -4.852780  0.859891  7.128988
H  1.236717  3.782493  -2.134822
H  -2.340902  -2.404175  -2.389398
H  -1.570415  -1.655508  2.352140
H  -1.135512  -4.636574  2.741785
H  2.379804  4.261806  -0.874028
H  -3.669564  -5.393015  4.296346
H  2.335406  0.228923  -3.900224
H  -6.363521  -1.683209  1.964079
H  -3.058399  -5.322391  1.712684
H  -3.794870  2.295832  7.159582
H  6.731812  5.140238  -1.129737
H  -3.668679  -0.720596  1.266303
H  0.195464  -4.993409  -2.646041
H  3.195967  1.052575  -8.647770
H  1.792398  -4.229452  -2.668427
H  3.264794  0.978825  -1.817487
H  -3.850190  -0.841200  2.994145
H  -0.277148  -3.110651  4.639640
H  -2.290062  -2.411255  3.812788
H  -4.625727  1.826691  5.664686
H  -2.219884  1.104028  9.920786
H  5.546814  4.039992  -9.045256
H  2.768144  -0.961118  -5.145690
H  1.124038  -0.313031  -5.090507
H  6.046334  4.102077  0.150545
H  -5.016409  0.142152  2.108095
H  -0.464795  0.974116  9.602618
H  -1.293054  2.528326  9.437465
H  -1.099253  -3.649858  1.301516
H  4.104418  3.583417  -5.115225
H  4.606028  1.893522  -5.274154
H  -5.608984  -4.458528  5.695578
H  4.717980  1.027574  -0.784702
H  2.231340  5.226241  -2.374137
H  5.375708  3.136999  -6.264932

Forces on atoms 1 to 6 (eV/Å):
P 4.1 -1.7 6.0
P -2.7 2.8 -5.3
P -4.9 -0.5 -1.2
P 5.3 2.7 0.2
F -0.1 -0.3 0.1
O -0.9 -0.7 -0.4

Calculated values
- E_HOMO (Ha) = -0.39235
- spin multiplicity = 1
- net charge = +1
- relative energy (zero: lowest compared OMol25 entry of this formula, charge and spin) (kJ/mol) = 0.0